Here is C33H37ClO2Si2V as an isolated structure from OMol25. Energies are from wB97M-V/def2-TZVPD.

The geometry in ORCA input format:
```
! wB97M-V def2-TZVPD RIJCOSX def2/J DEFGRID3
* xyz 1 3
C -5.152 0.051 1.546
C -3.959 -0.079 2.323
C -3.095 1.020 1.988
H -3.781 -0.804 3.110
C -3.748 1.802 0.984
C -5.018 1.205 0.716
H -5.780 1.613 0.063
H -6.027 -0.582 1.613
H -2.158 1.266 2.475
H -3.365 2.726 0.568
V -3.383 -0.243 0.222
Si 2.666 0.271 -1.035
C 3.958 -1.030 -0.717
C 4.759 -1.494 -1.771
H 4.503 -1.228 -2.798
C 5.891 -2.268 -1.508
H 6.547 -2.571 -2.326
C 6.163 -2.681 -0.200
H 7.021 -3.319 0.006
C 5.312 -2.300 0.845
H 5.457 -2.696 1.853
C 4.260 -1.412 0.601
H 3.665 -1.039 1.439
C 3.621 1.736 -1.676
C 4.853 2.031 -1.060
H 5.363 1.286 -0.443
C 5.468 3.272 -1.257
H 6.344 3.547 -0.667
C 4.962 4.149 -2.222
H 5.435 5.121 -2.379
C 3.872 3.753 -3.011
H 3.539 4.397 -3.828
C 3.214 2.541 -2.755
H 2.411 2.203 -3.417
H 2.233 0.629 0.320
Si -0.850 -0.207 0.008
C -0.345 1.587 0.167
C 0.469 2.009 1.241
H 1.069 1.292 1.812
C 0.536 3.360 1.579
H 1.129 3.671 2.439
C -0.162 4.308 0.827
H -0.178 5.358 1.134
C -0.861 3.910 -0.318
H -1.376 4.647 -0.937
C -0.908 2.559 -0.677
H -1.404 2.246 -1.604
C -0.073 -1.384 1.223
C -0.527 -1.322 2.560
H -1.386 -0.703 2.834
C 0.127 -2.046 3.555
H -0.268 -2.016 4.570
C 1.271 -2.793 3.253
H 1.786 -3.344 4.041
C 1.705 -2.882 1.925
H 2.590 -3.471 1.686
C 1.016 -2.219 0.905
H 1.343 -2.322 -0.135
H 1.368 -0.128 -1.701
Cl -1.201 -0.978 -1.904
C -5.081 0.360 -2.408
O -4.349 -0.591 -1.625
C -4.486 -1.977 -2.050
C -3.787 -2.911 -1.085
O -3.671 -2.314 0.271
C -4.172 -3.137 1.346
H -4.714 1.364 -2.159
H -4.916 0.165 -3.480
H -6.150 0.289 -2.158
H -5.552 -2.209 -2.074
H -4.058 -2.073 -3.051
H -4.361 -3.840 -1.019
H -2.759 -3.118 -1.412
H -3.946 -4.191 1.113
H -5.262 -2.986 1.443
H -3.651 -2.836 2.265
*
```

frontier orbital gap (spin up / spin down) = 0.28159 / 0.28577 hartree
energy relative to the best compared isomer or geometry (same formula, charge and spin) = 0.000 eV
electronic energy = -3413.11615 Ha
molar mass = 608.2 u

=====

Here is C4H5N3O as an isolated structure from OMol25. Energies are from wB97M-V/def2-TZVPD.

The geometry in ORCA input format:
```
! wB97M-V def2-TZVPD RIJCOSX def2/J DEFGRID3
* xyz 0 1
C -0.377 -1.573 -0.682
C 0.622 0.541 -0.027
C -0.006 1.596 0.780
C -0.613 -0.078 -0.379
H -0.796 -3.196 -1.402
H 2.820 0.078 0.486
H 0.075 2.689 0.336
H 0.177 1.527 1.854
H -2.099 1.702 0.120
N -1.164 -2.415 -1.032
N 1.689 -0.219 -0.192
N -1.407 0.942 0.430
O 1.083 -1.594 -0.291
*
```

frontier orbital gap = 0.27058 hartree
energy relative to the best compared isomer or geometry (same formula, charge and spin) = 8.741 eV
electronic energy = -394.64632 Ha
molar mass = 111.1 u

=====

Here is C11H15CdNP as an isolated structure from OMol25. Energies are from wB97M-V/def2-TZVPD.

The geometry in ORCA input format:
```
! wB97M-V def2-TZVPD RIJCOSX def2/J DEFGRID3
* xyz -1 1
C 0.350 0.767 -3.519
C 0.092 -0.064 -4.561
C -0.251 -1.459 -4.561
C -0.340 -2.333 -3.429
C -0.196 -2.027 -2.110
Cd -0.074 -0.020 -1.714
P 0.145 2.467 -0.665
H 0.687 1.817 -3.560
H 0.170 0.417 -5.545
H -0.395 -1.911 -5.554
H -0.206 -2.786 -1.307
H -0.552 -3.386 -3.679
H -1.006 2.891 0.093
H 0.283 3.409 -1.750
H 1.263 2.703 0.215
N -0.002 -0.144 0.811
C -0.001 -0.090 2.139
C 1.255 -0.238 2.776
C 1.231 -0.180 4.159
C 0.001 0.020 4.810
C -1.227 0.185 4.147
C -1.256 0.129 2.764
H 0.849 -0.195 0.311
H -0.837 -0.002 0.301
H 2.152 -0.360 2.130
H 2.187 -0.294 4.661
H 0.001 0.053 5.883
H -2.179 0.356 4.642
H -2.145 0.274 2.113
*
```

frontier orbital gap = 0.16651 hartree
energy relative to the best compared isomer or geometry (same formula, charge and spin) = 1.612 eV
electronic energy = -991.77040 Ha
molar mass = 304.6 u

=====

Here is a single C3H7N3S2 molecule from OMol25. Energies are from wB97M-V/def2-TZVPD.

The geometry in ORCA input format:
```
! wB97M-V def2-TZVPD RIJCOSX def2/J DEFGRID3
* xyz 0 1
C -2.142 -0.522 -0.494
N -0.753 -0.105 -0.756
C 0.048 0.067 0.313
N -0.394 -0.223 1.461
S 0.679 0.055 2.773
N 1.340 0.490 0.068
C 2.001 0.780 -1.075
S 1.436 0.967 -2.611
H -2.663 0.178 0.148
H -2.090 -1.477 0.031
H -2.707 -0.640 -1.425
H -0.386 0.139 -1.673
H 0.689 -1.264 3.211
H 1.918 0.507 0.888
H 3.024 1.048 -0.859
*
```

frontier orbital gap = 0.31315 hartree
energy relative to the best compared isomer or geometry (same formula, charge and spin) = 0.964 eV
electronic energy = -1079.13146 Ha
SMILES string = CN/C(=N/S)NC=S
molar mass = 149.2 u

=====

> Among the records above, which one has the highest molar mass?

C33H37ClO2Si2V